{"formula": "C6H12N2O2P", "method": "wB97M-V/def2-TZVPD", "largest_force_ev_per_a": 4.50, "homo_lumo_gap_ev": [4.60, 4.57], "total_charge": 1, "e_homo_ev": [-11.72, -11.71], "e_tot_ha": -836.72946, "de_lowest_kj_mol": 541.8, "symbols": ["C", "C", "C", "C", "C", "C", "N", "N", "O", "O", "P", "H", "H", "H", "H", "H", "H", "H", "H", "H", "H", "H", "H"], "positions_angstrom": [[2.7450, -0.0901, -0.9407], [2.9866, -0.7781, 0.0893], [0.3089, 0.5663, -1.2263], [2.0410, 1.4055, -2.8066], [-1.5600, 1.0158, 3.2476], [-2.7046, -2.2340, 0.4050], [1.6457, 0.5552, -1.6143], [-0.1412, 0.0456, -0.1780], [-0.7578, 0.6613, 2.0992], [-1.6475, -1.5097, 1.0554], [-1.4951, 0.1109, 0.7615], [3.7132, 0.2321, -1.5123], [2.9152, -1.6658, 0.6631], [-0.2961, 0.9385, -2.0343], [2.0853, 0.6883, -3.6303], [1.1814, 2.1016, -3.0179], [2.8863, 1.9977, -2.6982], [-2.5771, 0.4718, 3.0289], [-1.5266, 2.1224, 3.2725], [-0.9774, 0.6085, 4.1984], [-3.5905, -2.1447, 1.0032], [-2.2942, -3.2489, 0.3932], [-2.9407, -1.8503, -0.5584]], "lowdin_charge": [-0.1035, 0.3972, -0.1987, -0.0005, -0.1244, -0.1271, -0.0895, -0.0329, -0.4124, -0.3726, 0.7983, 0.2056, 0.0942, 0.1433, 0.1052, 0.1129, 0.0681, 0.0973, 0.0823, 0.1262, 0.0766, 0.0966, 0.0579]}